Record 1
C29H41ClGeN2O5S3Si3W | ωB97M-V with the def2-TZVPD basis set

```
86
Properties=species:S:1:pos:R:3:forces:R:3:lowdin_spin:R:1
W 0.11084 -0.27025 0.73965 1.282 1.011 4.392 0.681
S -1.18084 -0.95030 3.36331 -0.139 0.311 -1.038 0.044
C 0.32276 -1.74019 3.26354 0.070 0.106 -0.503 0.011
N 1.11225 -1.41528 2.22905 -0.134 -0.657 0.371 0.005
C 2.35944 -2.03946 2.34509 0.540 -0.082 -0.161 0.001
C 3.46674 -1.83509 1.52560 -0.063 0.072 -0.010 0.000
C 4.63437 -2.51978 1.80552 -0.053 -0.052 -0.015 0.000
C 4.70864 -3.41036 2.87428 -0.002 -0.050 0.071 0.000
C 3.62522 -3.60170 3.71119 -0.058 -0.020 0.060 0.000
C 2.46126 -2.89734 3.44564 -0.117 0.138 -0.193 0.001
S 0.97702 -2.89641 4.36978 -0.152 0.446 -0.428 0.008
H 3.41823 -1.12338 0.71515 0.011 -0.063 0.017 0.000
H 5.50839 -2.36092 1.19057 0.008 0.017 -0.053 0.000
H 5.62718 -3.94656 3.06282 0.032 -0.007 0.020 0.000
H 3.67435 -4.27162 4.55727 0.076 -0.036 0.024 0.000
C -5.24525 -1.91228 1.79481 0.562 0.192 -0.301 0.006
Si -3.64900 -2.61376 1.04335 -0.387 -1.071 0.579 0.010
C -2.80175 -3.73400 2.32236 -0.093 0.415 -0.240 0.002
C -4.03778 -3.70427 -0.46423 0.301 0.606 0.101 -0.006
Ge -2.24308 -0.67063 0.45569 -2.143 -0.940 -1.343 0.086
Si 0.59269 -2.14261 -0.90364 0.193 -1.893 -1.090 0.007
C 0.69100 -3.86038 -0.03453 -0.163 0.603 -0.014 0.000
C 2.22223 -2.01686 -1.90496 -0.295 0.521 0.571 0.000
C -0.72213 -2.17254 -2.30317 0.085 0.330 0.619 0.010
Si -3.68992 0.63890 -1.13290 -0.379 0.741 -0.328 0.044
C -4.64657 1.93537 -0.12898 0.417 -0.442 -0.055 -0.004
C -4.91622 -0.52554 -1.99333 0.483 0.029 0.414 0.013
C -2.53958 1.44434 -2.40492 -0.109 -0.261 0.373 0.015
H -5.85631 -2.71302 2.20843 0.053 -0.160 -0.007 0.001
H -5.84848 -1.37802 1.06280 -0.040 0.033 -0.074 0.000
H -5.01875 -1.21737 2.60264 -0.007 0.037 0.112 0.000
H -3.41116 -4.61867 2.50518 -0.139 -0.068 -0.146 0.000
H -2.67824 -3.22478 3.27407 -0.016 0.004 0.050 0.000
H -1.82018 -4.07129 1.98842 0.050 -0.003 -0.059 0.000
H -4.81880 -4.41270 -0.19034 -0.069 -0.009 0.196 -0.001
H -3.17106 -4.28172 -0.78221 0.104 0.002 0.018 0.000
H -4.40251 -3.13868 -1.31719 -0.027 0.008 -0.083 0.000
H 0.37006 -3.85165 1.00822 -0.067 0.007 0.014 0.000
H 1.71627 -4.22834 -0.04920 0.101 0.076 -0.029 0.000
H 0.07994 -4.59024 -0.56278 -0.104 -0.019 -0.087 0.000
H 3.10462 -2.05605 -1.26818 0.035 -0.007 0.024 0.000
H 2.28022 -1.10134 -2.49679 -0.002 0.006 -0.054 0.000
H 2.28599 -2.85927 -2.59473 -0.205 -0.081 0.023 -0.001
H -1.73604 -2.39897 -1.96275 -0.090 -0.031 0.047 0.000
H -0.45884 -2.91386 -3.05659 0.108 -0.141 0.050 0.002
H -0.74478 -1.20300 -2.80404 -0.003 0.052 -0.003 0.000
H -5.32001 1.46298 0.58495 -0.050 -0.044 0.054 0.000
H -5.24867 2.55644 -0.79074 -0.024 -0.029 -0.166 0.000
H -3.98521 2.60266 0.42188 0.078 0.033 0.032 0.000
H -5.55530 -1.03478 -1.27476 -0.080 -0.029 0.042 0.000
H -4.41505 -1.28061 -2.59626 0.070 -0.028 -0.060 0.000
H -5.56139 0.04628 -2.65918 0.021 0.205 -0.014 0.002
H -1.69443 1.93749 -1.93057 -0.044 0.088 0.063 0.000
H -3.07866 2.18951 -2.98870 -0.194 0.037 0.018 0.003
H -2.14243 0.70922 -3.10377 0.013 -0.099 -0.022 0.000
N 0.54479 1.43615 2.62844 0.102 0.285 -0.641 0.009
C 0.85252 2.62019 1.85461 -0.171 0.245 -0.085 0.002
C 2.12081 3.18896 1.89143 -0.029 -0.088 -0.147 0.000
C 2.40069 4.27245 1.07274 -0.074 -0.397 0.211 0.000
C 1.41514 4.76378 0.23707 0.195 0.711 -0.651 0.001
C 0.13928 4.23547 0.22502 -0.030 -0.315 0.118 0.000
C -0.14696 3.14859 1.03895 -0.020 0.022 0.250 0.003
S 1.79748 6.20526 -0.80932 -0.149 -0.500 0.627 0.000
O 0.84701 6.09409 -1.89990 -0.073 -0.037 -0.168 0.000
O 1.56612 7.27116 0.13859 0.007 0.265 -0.207 0.000
O 3.18311 5.98692 -1.18026 0.163 -0.110 -0.190 0.000
H 1.31907 1.27560 3.26952 -0.158 -0.303 -0.004 0.000
H -0.28614 1.62600 3.18423 0.117 -0.282 0.016 0.002
H 2.88334 2.77998 2.54402 0.026 -0.039 0.048 0.000
H 3.37646 4.73492 1.05946 0.074 0.035 0.006 0.000
H -0.59614 4.68476 -0.42781 -0.077 -0.015 -0.018 0.000
H -1.15363 2.73034 1.07975 0.057 -0.009 -0.045 0.001
Cl 4.51242 4.39806 -4.53936 0.111 0.153 -0.117 0.000
C 3.62556 3.39071 -3.50967 -0.243 -0.300 0.239 0.000
C 2.24441 3.27141 -3.68244 0.038 0.247 -0.035 0.000
C 1.52406 2.47902 -2.83126 -0.143 -0.165 0.345 0.000
C 2.17008 1.79148 -1.78357 0.080 0.264 -0.227 -0.001
C 3.57056 1.89677 -1.64414 -0.220 -0.193 0.225 0.000
C 4.29112 2.67411 -2.50663 0.090 0.178 -0.047 0.000
C 1.42475 1.05109 -0.84667 0.720 0.013 0.188 0.005
O 1.91837 0.44275 0.18969 0.607 0.556 -1.022 0.032
O 0.12536 0.85362 -0.89872 -0.273 -0.192 -0.348 0.004
H 1.74981 3.84935 -4.44617 -0.012 0.037 -0.070 0.000
H 0.45069 2.39822 -2.92750 -0.045 0.069 -0.059 0.000
H 4.05713 1.35590 -0.84357 0.065 0.052 0.010 0.000
H 5.36142 2.77552 -2.40832 0.021 0.008 0.021 0.000
```
Forces are in eV/Å.

Calculated values
- HOMO energy (spin up / spin down): -9.9 / -9.9 eV
- <S²>: 0.783
- Spin multiplicity: 2
- Total charge: +1
- E_tot: -170953.6752 eV
- ΔE to the lowest compared entry with this formula, charge and spin: 66.8 kcal/mol
- Kohn-Sham gap (spin up / spin down): 3.9770 / 3.7801 eV
- Largest force on an atom: 4.686 eV Å⁻¹


Record 2
C28H32Cl3GeIN3O2Ti | ωB97M-V with the def2-TZVPD basis set

```
71
Properties=species:S:1:pos:R:3:forces:R:3:lowdin_spin:R:1
Ti -1.19226 1.08141 -0.33022 0.121 0.018 0.157 1.144
Cl -2.35889 3.18578 6.53144 0.000 0.002 0.011 0.001
C -1.80061 2.88490 4.92367 -0.021 -0.015 0.005 0.004
C -2.47867 1.97463 4.12918 0.042 0.036 0.010 -0.001
C -2.00429 1.76380 2.85095 0.036 0.004 0.010 0.005
Cl -2.80913 0.62173 1.79604 0.034 -0.052 0.010 0.015
C -0.88608 2.41194 2.32055 0.048 -0.040 0.120 0.002
O -0.47322 2.16683 1.08480 -0.375 -0.018 -0.452 0.055
C -0.23566 3.31980 3.16336 -0.047 -0.020 -0.008 0.003
Cl 1.14716 4.15461 2.55980 0.023 0.013 -0.009 0.001
C -0.68503 3.55785 4.45034 0.004 -0.006 -0.019 -0.001
H -3.34739 1.45104 4.50039 -0.006 -0.009 -0.008 0.000
H -0.16536 4.26479 5.08063 0.006 0.005 0.000 0.000
O -1.85331 -0.50118 -1.13145 0.140 0.412 0.115 0.022
C -1.49244 -1.26769 -2.16284 -0.024 -0.030 -0.096 0.005
C -1.87140 -2.61101 -2.18111 -0.004 0.005 -0.029 0.000
C -1.50672 -3.42834 -3.23167 -0.011 -0.003 0.018 0.002
C -0.75384 -2.92576 -4.28984 0.013 0.008 -0.018 0.000
C -0.37597 -1.60018 -4.28169 -0.020 -0.010 0.007 0.002
C -0.73938 -0.74809 -3.23186 -0.020 -0.095 0.021 0.002
C -0.29535 0.64026 -3.22901 0.011 0.062 -0.053 0.016
N -0.23071 1.46942 -2.18867 -0.107 -0.143 0.086 0.015
C 0.27745 2.67005 -2.64779 0.036 0.004 0.021 0.005
C 0.52353 2.56562 -3.97437 -0.021 0.027 -0.013 0.000
N 0.15054 1.29006 -4.32620 0.053 -0.032 0.052 0.007
H -2.45670 -2.98821 -1.35320 0.000 0.011 0.011 0.000
H -1.80535 -4.46822 -3.22762 0.000 0.000 -0.001 0.000
H -0.45650 -3.56876 -5.10579 0.000 -0.005 -0.002 0.000
H 0.24240 -1.23400 -5.09245 0.001 0.018 0.004 0.000
H 0.43984 3.50459 -1.98741 0.001 0.008 -0.005 0.000
H 0.92077 3.26565 -4.68630 0.002 0.012 0.000 0.000
H 0.18215 0.90291 -5.25377 -0.003 0.007 0.004 0.000
C 2.66412 -3.32062 4.14165 0.014 -0.006 0.010 0.001
C 1.70820 -2.27891 3.57930 0.008 0.032 -0.034 0.004
C 0.91945 -2.79719 2.38141 0.029 0.000 -0.009 0.030
C 0.03920 -1.71194 1.74046 0.075 0.028 0.034 0.077
Ge 1.05707 -0.47562 0.59298 0.043 -0.156 0.128 0.391
C 1.99567 -1.18142 -0.98862 -0.048 0.036 -0.026 0.070
C 2.99184 -2.31016 -0.70244 -0.008 -0.012 0.037 0.024
C 4.01237 -1.98029 0.37896 0.009 -0.009 0.005 0.007
C 5.01875 -3.10326 0.58769 0.000 -0.009 0.018 0.001
H 3.21741 -2.93423 4.99713 -0.001 -0.001 0.005 0.000
H 3.39086 -3.63122 3.38748 0.002 0.004 -0.003 0.000
H 2.12554 -4.21212 4.46786 -0.006 -0.001 -0.004 0.000
H 2.26742 -1.38110 3.29104 0.004 -0.020 0.004 0.002
H 1.00400 -1.95644 4.35200 0.005 -0.003 0.011 0.000
H 0.28689 -3.63146 2.69902 -0.016 0.022 0.031 0.004
H 1.61604 -3.21723 1.64951 -0.032 -0.022 -0.005 0.001
H -0.41341 -1.09888 2.52529 -0.043 -0.037 -0.016 0.001
H -0.77982 -2.13822 1.15941 0.059 -0.008 -0.080 0.001
H 1.95383 0.47713 1.40342 -0.035 0.009 -0.031 0.030
H 2.51329 -0.31841 -1.41823 0.005 -0.014 -0.010 0.001
H 1.26192 -1.51383 -1.72319 -0.036 0.008 0.022 0.002
H 3.51783 -2.54633 -1.63322 0.011 -0.003 0.010 0.003
H 2.44973 -3.22018 -0.42805 0.004 0.009 0.004 0.000
H 3.49602 -1.77705 1.32534 0.006 -0.009 -0.005 0.006
H 4.53209 -1.05314 0.11720 0.001 -0.003 -0.001 0.000
H 4.51423 -4.03404 0.85640 -0.004 0.000 0.002 0.000
H 5.72466 -2.86579 1.38315 0.005 0.006 -0.001 0.000
H 5.59109 -3.29014 -0.32232 0.000 0.001 -0.008 0.001
I -5.45650 2.50250 -4.25093 -0.003 0.002 0.006 0.000
C -4.29587 3.12411 -2.64796 -0.030 0.044 0.127 -0.001
C -4.26721 4.45037 -2.23785 -0.015 0.002 -0.024 0.009
C -3.46287 4.80240 -1.16557 0.002 -0.012 0.001 -0.001
C -2.69859 3.82931 -0.54983 -0.027 -0.030 0.009 0.009
N -2.73049 2.55086 -0.94439 0.106 0.003 -0.008 0.014
C -3.52715 2.20198 -1.95968 -0.010 -0.060 -0.130 0.009
H -4.86308 5.19528 -2.74764 0.003 0.007 0.001 0.000
H -3.41816 5.82351 -0.81511 -0.005 0.005 -0.004 0.000
H -2.03500 4.06224 0.27379 -0.004 0.003 -0.010 0.000
H -3.53093 1.15335 -2.23338 0.019 0.014 -0.005 0.001
```
Forces are in eV/Å.

Calculated values
- HOMO energy (spin up / spin down): -10.2 / -11.0 eV
- <S²>: 2.004
- Spin multiplicity: 3
- Total charge: +1
- E_tot: -163417.6202 eV
- ΔE to the lowest compared entry with this formula, charge and spin: 0.9 kcal/mol
- Kohn-Sham gap (spin up / spin down): 7.6195 / 7.0677 eV
- Largest force on an atom: 0.587 eV Å⁻¹